58
Properties=species:S:1:pos:R:3:lowdin_charge:R:1 method="wB97M-V/def2-TZVPD" smiles=CCNCCC(C)C.O.O.O.O.O.O.O.O.O.O.O spin_multiplicity=1 homo_ev=-8.47 homo_lumo_gap_ha=0.3041 energy_ha=-1172.4035
C 0.129 2.323 -0.150 -0.120
C 1.132 1.304 -0.624 -0.258
N 0.784 -0.102 -0.419 -0.054
C -0.614 -0.424 -0.608 -0.225
C -0.946 -1.918 -0.269 -0.167
C -2.096 -2.128 0.723 -0.422
C -3.359 -1.235 0.364 -0.075
C -2.543 -3.585 0.627 -0.098
H -0.132 2.485 0.888 0.090
H 0.536 3.219 -0.583 0.046
H -0.768 2.299 -0.793 0.021
H 1.268 1.405 -1.739 0.118
H 2.083 1.548 -0.185 0.096
H 1.100 -0.403 0.496 0.073
H -0.834 -0.287 -1.692 0.112
H -1.437 0.144 -0.102 0.088
H -1.300 -2.368 -1.196 0.108
H -0.093 -2.505 0.035 0.086
H -1.838 -1.763 1.749 0.132
H -3.283 -1.067 -0.748 0.093
H -3.316 -0.289 0.927 0.036
H -4.172 -1.924 0.626 0.070
H -3.172 -3.874 1.477 0.079
H -1.596 -4.157 0.699 0.080
H -3.135 -3.812 -0.238 0.072
O 0.825 -0.212 3.056 -0.082
H 0.513 -1.099 3.270 0.038
H 1.747 -0.371 2.755 -0.036
O -0.479 4.987 -0.944 -0.071
H 0.332 4.881 -0.437 0.032
H -1.093 4.718 -0.241 0.037
O 3.111 -1.106 2.161 -0.037
H 3.678 -0.391 1.846 0.086
H 3.407 -1.249 3.077 0.094
O 0.428 0.019 -4.033 -0.051
H 0.041 0.898 -4.000 0.022
H 0.219 -0.389 -4.878 0.042
O 3.752 -1.388 -3.083 -0.058
H 4.041 -1.134 -2.205 0.035
H 2.908 -0.988 -3.317 0.032
O -1.901 2.916 -3.005 -0.081
H -1.602 3.698 -3.502 0.054
H -1.185 3.004 -2.310 0.022
O -3.470 0.545 3.028 -0.065
H -2.537 0.584 3.323 0.051
H -3.648 1.403 2.632 0.036
O 3.385 -3.221 -1.111 -0.111
H 3.488 -3.122 -2.109 0.043
H 2.526 -3.681 -1.163 0.032
O 1.477 -3.647 2.125 -0.053
H 2.151 -2.956 2.152 -0.005
H 1.807 -4.383 1.608 0.036
O 1.896 2.684 2.462 -0.037
H 1.923 1.741 2.375 -0.013
H 1.670 3.041 3.317 0.044
O -2.824 3.025 -0.395 -0.066
H -3.375 2.860 -1.176 0.051
H -2.394 2.164 -0.377 -0.002